# 1
{"formula": "C7H15GaIInO2", "method": "ωB97M-V/def2-TZVPD", "species": ["C", "C", "O", "O", "C", "C", "C", "C", "C", "Ga", "I", "H", "H", "H", "H", "H", "H", "H", "H", "H", "H", "H", "H", "H", "H", "H", "In"], "coordinates": [[0.435239, -2.579779, 0.912775], [1.682882, -2.096117, -0.046579], [2.907099, -2.634925, 0.171802], [1.566642, -1.137570, -1.161347], [2.332105, 0.102179, -0.889928], [1.766032, 0.978764, 0.382522], [0.412377, 1.884766, 0.002768], [-0.873678, 0.896642, 0.261355], [-2.322125, 1.544706, -0.256250], [-3.419919, -0.118728, -0.945525], [-2.356973, -0.796882, -3.279611], [-0.399439, -1.762972, 1.056881], [-0.056801, -3.551112, 0.448042], [0.782881, -2.884030, 2.013088], [3.460911, -0.249501, -0.734093], [2.314045, 0.800018, -1.847482], [1.584575, 0.324809, 1.338327], [2.596946, 1.787023, 0.648283], [0.332458, 2.863332, 0.670038], [0.548371, 2.140642, -1.154962], [-0.925833, 0.469128, 1.353088], [-0.705644, -0.051129, -0.444888], [-2.179379, 2.359059, -1.096866], [-2.871917, 2.040574, 0.678336], [-3.026790, -1.314746, 0.089679], [-4.992032, 0.155660, -1.021864], [1.407968, 0.830190, 2.852412]], "atomic_forces_ev_per_a": [[-0.362, -0.015, -0.003], [6.767, -2.975, 1.232], [-8.205, 3.866, -1.324], [-0.416, -0.003, 2.970], [1.527, -0.185, -0.077], [0.530, 1.451, -2.045], [0.072, -0.686, 0.211], [-0.585, -0.994, -2.027], [3.255, 3.034, 2.629], [-1.233, -1.648, -0.372], [-0.455, 0.347, 1.021], [1.608, -1.572, -0.647], [1.057, 2.117, 0.823], [-0.215, 0.658, -2.717], [-2.459, 1.009, -0.040], [-0.221, -1.694, 1.973], [0.782, -0.687, -5.913], [-1.392, -1.768, -0.388], [0.210, -1.994, -1.587], [-0.488, -0.335, 2.713], [-0.275, 1.048, -1.991], [0.041, 1.963, 1.659], [-0.587, -1.989, 1.316], [0.447, -1.438, -2.283], [0.599, 0.503, -0.381], [0.472, 0.534, -0.441], [-0.473, 1.453, 5.690]], "multiplicity": 1, "charge": 2, "e_homo_ev": -16.4, "homo_lumo_gap_ev": 3.833, "lumo_energy_ev": -12.6, "e_tot_ha": -2837.77619}

# 2
{"formula": "C5H12NO", "method": "ωB97M-V/def2-TZVPD", "species": ["C", "N", "C", "C", "C", "C", "O", "H", "H", "H", "H", "H", "H", "H", "H", "H", "H", "H", "H"], "coordinates": [[-2.292134, 0.429745, -1.180843], [-1.036377, 0.352819, -0.927543], [-0.180075, -0.808417, -1.143448], [0.261451, -1.352156, 0.261211], [0.471250, -0.266937, 1.299909], [1.748295, 0.606368, 0.968340], [1.189267, 1.775685, 0.256254], [-2.758810, 1.368131, -0.935959], [-2.791973, -0.388228, -1.670169], [-0.540325, 1.275660, -0.819795], [-0.770576, -1.569378, -1.646354], [0.713744, -0.462235, -1.770449], [-0.569067, -1.927659, 0.723238], [1.015455, -2.145976, 0.096243], [0.465790, -0.756171, 2.254672], [-0.450053, 0.378017, 1.327264], [2.180576, 0.833289, 1.917334], [2.313498, 0.111735, 0.177482], [1.030065, 2.545707, 0.812612]], "atomic_forces_ev_per_a": [[1.439, 0.101, 0.195], [-0.625, 1.459, -1.686], [1.337, -0.070, 0.442], [-1.566, -0.890, -0.262], [0.786, 0.429, -0.888], [-3.647, 0.230, -0.628], [0.514, -0.210, -0.088], [-0.399, 0.139, -0.267], [-0.362, -0.347, 0.378], [-0.075, -1.115, 1.008], [0.163, 0.032, -0.302], [-1.327, -0.529, 0.840], [0.003, 0.076, -0.842], [0.189, 0.901, 0.299], [0.536, -0.110, 0.640], [1.027, -0.410, 0.043], [1.105, 0.493, 0.080], [0.588, 0.051, 0.740], [0.313, -0.231, 0.299]], "multiplicity": 1, "charge": 1, "e_homo_ev": -14.2, "homo_lumo_gap_ev": 9.221, "lumo_energy_ev": -5.0, "smiles": "C=[NH+]CCCCO", "e_tot_ha": -327.40589, "e_above_lowest_kcal_mol": 33.69}

# 3
{"formula": "C3H8OS", "method": "ωB97M-V/def2-TZVPD", "species": ["C", "C", "C", "O", "S", "H", "H", "H", "H", "H", "H", "H", "H"], "coordinates": [[-0.208508, 0.705584, 1.409510], [0.206165, 2.063478, 1.063265], [0.343443, 0.143128, -1.075471], [-0.758648, -3.323369, -1.109608], [0.085278, -0.647857, 0.364324], [-0.678750, 0.356793, 2.354074], [0.123794, 2.714452, 1.957156], [1.316086, 2.083611, 0.929951], [-0.467304, 2.505143, 0.225746], [-0.831450, -4.217819, -1.288291], [0.230691, -0.502812, -1.924946], [0.673545, 1.139561, -1.214670], [-0.034344, -3.019891, -1.691034]], "atomic_forces_ev_per_a": [[-0.133, -3.167, 0.606], [-0.361, 1.214, 0.456], [0.127, -1.801, -0.373], [0.872, 2.943, -0.023], [-1.052, 3.303, 0.623], [0.734, 0.663, -0.592], [-0.465, -0.263, -0.454], [-0.811, 0.123, -0.946], [1.564, -0.543, 0.958], [-0.311, -2.846, -0.506], [0.328, -0.078, -0.361], [0.054, 0.635, 0.156], [-0.548, -0.184, 0.456]], "multiplicity": 1, "e_homo_ev": [-7.2, -7.2], "homo_lumo_gap_ev": [7.744, 7.763], "lumo_energy_ev": [0.5, 0.6], "e_tot_ha": -592.40631, "e_above_lowest_kcal_mol": 70.12}

# 4
{"formula": "C18H27As2N2ORhS", "method": "ωB97M-V/def2-TZVPD", "species": ["Rh", "C", "As", "C", "C", "C", "C", "C", "C", "C", "As", "C", "C", "H", "H", "H", "H", "H", "H", "H", "H", "H", "H", "H", "H", "H", "H", "H", "H", "C", "O", "H", "H", "H", "N", "C", "S", "N", "C", "C", "C", "C", "C", "C", "H", "H", "H", "H", "H", "H", "H", "H"], "coordinates": [[-0.152019, 0.582858, -1.065057], [-0.014905, -0.832329, 2.388253], [0.843166, 0.236651, 1.030509], [2.658029, -0.414006, 0.780939], [1.198766, 1.947991, 1.905884], [1.741690, 1.944884, 3.198293], [1.998568, 3.227827, 3.743897], [1.899872, 4.425950, 2.950994], [1.388798, 4.350310, 1.680521], [1.055305, 3.106617, 1.162377], [0.256527, 2.968512, -0.579173], [1.379067, 4.291497, -1.562728], [-1.530537, 3.631755, -0.211453], [-0.378013, -0.237498, 3.260890], [0.763913, -1.601906, 2.705928], [-0.849007, -1.312636, 1.927169], [2.978833, -0.929772, 1.682323], [3.308368, 0.420526, 0.584126], [2.608108, -1.123543, -0.045673], [1.879944, 0.997806, 3.792800], [2.315519, 3.294076, 4.773641], [2.381742, 5.349990, 3.293743], [1.253220, 5.292784, 1.079899], [1.519460, 3.886453, -2.556028], [2.263664, 4.468947, -1.058970], [0.773984, 5.213951, -1.644260], [-1.399559, 4.160019, 0.714352], [-2.299162, 2.842270, -0.133847], [-1.805311, 4.346966, -0.971244], [1.903035, 0.539953, -3.280534], [1.098037, -0.255741, -2.320463], [1.430525, 0.525308, -4.281578], [2.825255, -0.057149, -3.380830], [2.184713, 1.519695, -2.925321], [-1.690549, -1.303378, -3.480509], [-2.045037, -1.837817, -2.282871], [-1.859004, -0.945139, -0.801195], [-2.495636, -3.130361, -2.272506], [-2.333405, -3.990977, -1.144531], [-1.279259, -4.920007, -0.972663], [-1.203832, -5.676032, 0.215061], [-2.169271, -5.613037, 1.208514], [-3.180956, -4.610779, 1.092139], [-3.189804, -3.768211, -0.035331], [-0.964076, -0.579687, -3.374132], [-1.606095, -2.011315, -4.247816], [-2.740966, -3.503342, -3.184682], [-0.441466, -5.066289, -1.708897], [-0.218799, -6.186680, 0.455282], [-2.348662, -6.334059, 2.022739], [-3.776329, -4.360018, 1.971935], [-3.936441, -2.971890, -0.099905]], "atomic_forces_ev_per_a": [[0.497, -0.438, -2.591], [1.227, -0.524, 1.129], [1.488, 0.504, 2.416], [-0.612, -0.752, 0.114], [0.469, -0.868, -0.087], [-0.560, 1.104, 0.594], [0.164, -0.064, -0.958], [0.832, -1.307, 1.216], [-0.073, 1.139, -0.853], [-0.518, -0.541, 0.016], [0.238, 1.017, -0.039], [-3.227, -0.297, -1.072], [-0.044, 0.090, -0.288], [0.500, -0.348, -0.778], [-1.227, 0.904, -0.219], [-0.539, -0.564, -0.169], [0.075, 0.006, 0.068], [0.187, 0.264, -0.223], [0.317, 0.089, 0.020], [-0.153, 1.265, -0.655], [0.252, 0.106, 0.013], [-0.739, -0.325, 0.198], [0.275, -1.110, 0.623], [0.236, 0.122, -0.191], [1.762, 0.142, 1.061], [0.387, -0.384, 0.016], [-0.334, 0.218, 0.539], [0.558, 0.326, -0.019], [-0.252, 0.129, -0.311], [0.279, -2.123, 0.263], [-0.056, 1.700, -0.653], [-0.066, 0.228, 0.664], [-0.201, 0.306, -0.048], [-0.347, 0.312, 0.155], [0.109, -0.987, 0.494], [0.312, -1.256, -0.702], [-0.822, -0.772, -0.204], [0.908, 2.021, -0.372], [-0.248, -0.708, 2.405], [0.367, 0.319, -0.406], [1.629, -0.189, 0.254], [-2.167, 0.815, -0.234], [1.656, 0.296, -0.434], [-0.336, -0.707, -0.205], [-0.722, -0.507, -0.668], [0.162, 1.335, 0.795], [0.130, -0.258, 0.239], [-1.154, 0.353, 0.633], [-1.593, 0.084, -0.715], [1.030, 0.475, -0.297], [-0.253, -0.353, -0.511], [0.198, -0.289, -0.024]], "multiplicity": 5, "charge": 2, "s_squared": 6.016, "e_homo_ev": [-13.7, -14.3], "homo_lumo_gap_ev": [8.360, 5.243], "lumo_energy_ev": [-5.3, -9.0], "e_tot_ha": -5866.41821, "e_above_lowest_kcal_mol": 13.54}